Record 1
Below is a structure of composition C27H36CaF6NO25S2, with properties calculated with ωB97M-V/def2-TZVPD.

Output
Calculated total energy   -137658.2970 eV
Energy relative to the best compared isomer or geometry (same formula, charge and spin)   1487.7 kJ/mol
Total charge   +1
Multiplicity   1

Cartesian coordinates (Å):
Ca: 0.541 0.500 -1.361
S: -1.187 1.278 -6.994
S: -0.101 3.339 -6.140
F: -1.026 5.500 -7.302
F: -1.511 5.457 -5.235
F: -2.085 -0.933 -5.652
F: -3.572 0.593 -5.928
F: -2.677 4.195 -6.589
F: -3.033 -0.777 -7.552
O: -5.824 -5.339 -0.626
O: -6.689 3.260 -1.544
O: -4.629 3.924 -0.982
O: 0.643 3.309 -7.426
O: 4.454 4.025 2.349
O: 1.351 -8.025 -4.050
O: 7.744 1.717 -5.242
O: 1.107 -4.401 4.844
O: 0.658 3.830 -5.008
O: 3.098 -4.021 5.443
O: -0.662 3.613 6.292
O: -0.736 1.816 4.743
O: -6.446 5.043 -0.278
O: -7.049 -3.680 -0.729
O: 6.272 1.009 -3.564
O: 5.379 5.982 3.166
O: -0.127 0.451 -7.526
O: -0.592 1.608 7.037
O: -4.825 -3.279 -0.557
O: 3.393 -7.329 -4.273
O: -1.899 2.160 -7.941
O: 5.645 3.991 4.215
O: 7.841 2.629 -3.206
O: 1.808 -5.816 -3.562
O: 2.347 -2.909 3.502
N: -0.845 1.860 -5.638
C: 7.286 1.667 -3.962
C: 9.003 2.473 -5.238
C: -7.774 4.800 -0.386
C: 3.479 -8.725 -4.610
C: -2.612 -0.056 -6.515
C: -5.798 4.083 -0.970
C: 1.167 -5.005 6.033
C: -5.816 -4.079 -0.560
C: -7.124 -5.914 -0.693
C: -7.935 3.941 -1.638
C: -0.708 2.319 5.921
C: 2.976 -4.256 7.730
C: 6.472 6.186 4.012
C: -9.155 2.862 -1.634
C: 0.030 2.451 8.081
C: 7.628 4.469 5.475
C: 2.156 -6.943 -3.973
C: 5.107 4.628 3.159
C: -7.971 -4.696 -0.438
C: 6.353 4.987 4.914
C: -0.451 3.811 7.725
C: 2.216 -3.652 4.521
C: -1.457 4.687 -6.330
C: -9.204 -4.617 -1.421
C: 9.049 3.026 -3.817
C: 2.615 -4.877 6.412
C: 1.974 -9.182 -4.648
H: -0.364 2.128 9.044
H: 9.036 4.113 -3.886
H: 1.710 -9.300 -5.699
H: -7.438 -6.355 -1.638
H: 1.811 -10.099 -4.084
H: 3.123 -5.838 6.344
H: -8.406 -4.644 0.560
H: -9.803 -5.523 -1.335
H: 8.028 5.065 6.295
H: 2.595 -3.234 7.749
H: 7.393 6.273 3.436
H: 9.062 3.334 -5.904
H: 8.490 4.495 4.809
H: -8.021 4.657 -2.455
H: -7.293 -6.631 0.110
H: 6.558 7.110 4.584
H: -8.957 2.078 -2.365
H: -9.862 -3.754 -1.321
H: -9.131 2.319 -0.690
H: 7.465 3.542 6.025
H: -8.880 -4.629 -2.461
H: 0.380 -4.717 6.730
H: 4.021 -9.244 -3.820
H: 1.029 -6.085 5.967
H: 0.346 4.550 7.812
H: 9.727 1.727 -5.568
H: 4.063 -4.186 7.771
H: 5.716 5.254 5.757
H: -8.133 4.201 0.451
H: -1.356 3.979 8.308
H: -10.117 3.362 -1.748
H: 1.119 2.407 8.117
H: 3.858 -8.802 -5.630
H: -8.377 5.708 -0.389
H: 9.862 2.595 -3.232
H: 2.477 -4.823 8.516


Record 2
Below is the ion C27H36ClN2O3 with charge +1, with properties calculated with ωB97M-V/def2-TZVPD.

Output
Calculated total energy   -50223.9232 eV
Energy relative to the best compared isomer or geometry (same formula, charge and spin)   21.4 kJ/mol
Total charge   +1
SMILES   CCCCCCCCCCOC(=O)Cn1c(COc2ccc(Cl)cc2)[n+](C)c2ccccc21
Multiplicity   1

Cartesian coordinates (Å):
Cl: 3.251 -4.744 -0.575
O: 0.505 -0.852 2.859
O: -1.764 0.910 0.461
O: -0.192 2.030 1.623
N: -1.120 1.166 3.967
N: 0.530 1.796 5.272
C: -3.158 3.341 6.172
C: -0.405 -0.854 -1.561
C: 1.229 -1.719 2.061
C: 0.192 1.059 4.208
C: 0.379 -1.335 -4.552
C: -1.279 1.402 -0.804
C: 0.805 -1.653 -2.047
C: 1.856 1.935 5.815
C: -1.661 2.025 4.906
C: 3.188 -2.503 0.923
C: 1.173 0.231 3.447
C: 2.475 -3.589 0.441
C: 2.567 -1.566 1.734
C: -0.819 3.289 6.812
C: -1.832 -0.318 -8.426
C: -1.801 0.684 2.798
C: -2.110 3.737 7.006
C: -0.606 2.423 5.746
C: -1.009 -0.177 -7.151
C: -0.075 0.615 -1.305
C: -2.956 2.481 5.112
C: 0.110 -1.215 -7.090
C: 0.516 -2.812 1.574
C: 1.373 -1.216 -3.399
C: -1.142 1.295 1.544
C: 1.134 -3.745 0.769
C: 1.046 -1.038 -5.894
H: -0.523 -2.921 1.843
H: 0.514 -2.703 -2.115
H: -1.204 -0.179 -9.303
H: -2.849 0.981 2.838
H: -0.765 -1.306 -0.634
H: -1.669 -0.290 -6.289
H: 3.148 -0.732 2.095
H: 1.899 -1.709 -6.017
H: -0.573 0.824 -7.111
H: 1.738 -0.189 -3.338
H: 2.549 2.281 5.048
H: 2.236 -1.850 -3.615
H: 0.257 1.089 -2.228
H: -0.446 -0.639 -4.400
H: -4.150 3.718 6.364
H: -2.628 0.422 -8.454
H: -1.209 -0.921 -2.294
H: 1.643 0.873 2.683
H: -2.128 1.292 -1.480
H: 0.582 -4.592 0.396
H: -2.316 4.410 7.823
H: -1.740 -0.404 2.727
H: -0.327 -2.216 -7.061
H: -1.023 2.459 -0.689
H: -2.281 -1.307 -8.482
H: -3.777 2.182 4.480
H: 0.700 -1.141 -8.006
H: -0.031 -2.347 -4.571
H: 1.432 -0.015 -5.887
H: 1.596 -1.580 -1.297
H: 1.956 -0.125 4.134
H: 1.833 2.664 6.620
H: 2.211 0.984 6.216
H: 0.736 0.690 -0.577
H: 4.228 -2.385 0.667
H: -0.022 3.600 7.465


Record 3
Below is a structure of composition C27H36ClO3OsP2Si, with properties calculated with ωB97M-V/def2-TZVPD.

Output
Calculated total energy   -76144.4983 eV
Total charge   +3
⟨S²⟩   6.03
Multiplicity   5

Cartesian coordinates (Å):
Os: -1.335 -1.156 -0.445
Cl: -1.424 -3.455 -0.853
P: -0.912 -0.908 -2.710
P: -1.841 -1.654 1.751
Si: 1.261 0.803 0.401
O: -4.081 -2.335 -1.477
O: -3.972 0.354 -0.664
O: 0.511 -0.592 0.046
C: 3.845 1.520 1.349
C: 0.852 4.150 -2.837
C: 0.797 1.479 2.065
C: 0.846 -1.165 -3.036
C: 3.124 0.570 0.609
C: 2.191 2.483 -1.703
C: -2.282 -0.194 2.759
C: 5.209 -0.552 0.071
C: -1.797 -2.019 -3.865
C: 0.920 1.262 4.486
C: 0.173 2.439 4.615
C: 3.805 -0.473 -0.025
C: -3.734 -3.468 -1.387
C: 1.248 0.803 3.206
C: 1.096 2.126 -0.914
C: -3.210 -2.809 2.070
C: -0.246 3.815 -2.038
C: -0.379 -2.360 2.517
C: 5.245 1.426 1.472
C: -1.264 0.703 -3.484
C: -0.126 2.793 -1.088
C: 5.914 0.388 0.822
C: 2.064 3.477 -2.675
C: 0.113 2.688 2.208
C: -4.227 -4.799 -1.614
C: -0.210 3.162 3.485
C: -2.967 -0.255 -0.602
H: 0.187 -2.928 1.771
H: -0.106 3.283 1.324
H: -0.729 4.124 3.581
H: 1.278 0.731 5.373
H: -1.347 -3.015 -3.816
H: -4.020 -2.697 1.340
H: -1.691 -1.570 -4.865
H: -3.574 -2.583 3.086
H: -2.533 -0.548 3.772
H: 0.234 -1.539 2.904
H: -3.718 -5.201 -2.508
H: -0.988 2.515 -0.464
H: -2.843 -3.838 2.012
H: 0.997 -1.575 -4.042
H: 1.254 -1.858 -2.294
H: -0.093 2.810 5.606
H: 7.005 0.318 0.892
H: 3.163 2.003 -1.539
H: -1.444 0.518 2.798
H: -4.017 -5.411 -0.720
H: 1.350 -0.198 -2.952
H: 0.747 4.953 -3.578
H: 5.786 2.157 2.066
H: 3.249 -1.198 -0.617
H: 2.917 3.750 -3.297
H: -3.164 0.291 2.319
H: -0.508 1.439 -3.191
H: -0.674 -3.021 3.338
H: -5.315 -4.778 -1.787
H: 3.332 2.353 1.826
H: 5.742 -1.334 -0.475
H: -1.275 0.570 -4.580
H: -1.202 4.341 -2.144
H: -2.862 -2.105 -3.601
H: -2.251 1.052 -3.153
H: 1.905 -0.061 3.102


Record 4
Below is a structure of composition C27H36F3N4O2S, with properties calculated with ωB97M-V/def2-TZVPD.

Output
Calculated total energy   -57623.3827 eV
Total charge   -1
Multiplicity   1

Cartesian coordinates (Å):
S: -0.053 0.277 -2.322
F: 4.791 -4.202 -5.101
F: 5.848 -3.172 -3.510
F: 4.820 -5.037 -3.108
O: 3.399 -2.528 -2.284
O: 2.937 -2.228 -4.511
N: -0.572 -0.301 -0.852
N: -1.178 1.454 -2.726
N: -1.878 4.742 -3.648
N: -5.768 0.403 1.880
C: 2.645 -1.664 1.909
C: 3.381 -3.129 -3.447
C: -2.552 0.322 0.744
C: 3.568 -0.971 -4.648
C: -4.365 2.195 3.073
C: -5.232 2.300 4.259
C: -4.027 2.189 -0.329
C: -2.024 1.404 -1.631
C: -3.227 2.293 -1.547
C: 3.210 -0.321 1.288
C: 0.464 0.811 2.064
C: -4.700 1.255 2.020
C: 1.843 -3.455 0.196
C: -6.567 0.570 2.988
C: 3.059 -2.967 1.092
C: 1.766 1.660 2.328
C: -1.734 -0.088 3.242
C: -3.674 3.306 -2.658
C: 4.724 -3.865 -3.781
C: 3.113 0.836 2.362
C: -2.648 4.496 -2.658
C: -3.699 1.216 0.802
C: -2.216 -0.709 1.867
C: -6.403 1.409 4.160
C: 4.891 -1.022 -5.397
C: -1.706 0.424 -0.511
C: -0.174 0.146 3.349
H: -2.050 4.066 -4.403
H: -7.159 1.380 4.982
H: 3.943 1.572 2.113
H: -3.095 -1.404 2.000
H: 4.842 -1.716 -6.238
H: 3.668 -0.448 -3.691
H: 2.648 -0.103 0.335
H: -3.735 2.785 -3.660
H: -1.371 -1.361 1.489
H: -5.049 2.981 5.120
H: 1.941 -2.994 -0.849
H: 3.386 0.435 3.383
H: -0.019 0.883 4.201
H: 4.280 -0.515 1.013
H: 5.152 -0.027 -5.772
H: -7.506 -0.058 2.969
H: 5.704 -1.337 -4.746
H: 1.528 -1.695 2.018
H: 2.646 -3.951 -3.569
H: -3.438 2.813 3.003
H: 3.945 -2.748 0.440
H: -2.565 5.137 -1.742
H: 1.773 2.521 1.600
H: 3.306 -3.811 1.796
H: 1.943 -4.571 0.044
H: 2.876 -0.371 -5.249
H: -4.718 3.686 -2.435
H: 0.405 -0.777 3.648
H: 1.656 2.141 3.353
H: -2.014 -0.843 4.043
H: -0.317 1.537 1.667
H: -2.240 0.868 3.536
H: 0.835 -3.228 0.664
H: 0.568 0.019 1.278
H: 3.103 -1.764 2.943
H: -4.933 2.845 -0.241


> Look up the total charge of the fourth one.

-1


> Which of these has the highest calculated total energy?

C27H36ClN2O3


> What is the formula in the fourth record?

C27H36F3N4O2S


> The highest total charge belongs to which entry?

C27H36ClO3OsP2Si